Entry 1:
The following is a quantum chemistry calculation of C31H37KN12OS3 as an isolated structure in a non-equilibrium geometry, from the OMol25 dataset.

The geometry in XYZ format:
```
85
Properties=species:S:1:pos:R:3:forces:R:3:lowdin_charge:R:1
K -0.0889 0.0011 -0.2775 0.26 0.83 1.51 0.66
S -0.6979 -0.0199 2.7444 0.53 0.19 0.74 0.48
C -2.2100 0.0100 2.0069 -0.54 -0.03 -0.08 -1.20
N -2.4219 0.0072 0.7155 -0.65 -0.05 -0.11 -0.11
C -3.7639 -0.0105 0.3993 -0.29 0.03 0.19 -0.34
C -4.2897 -0.0483 -0.8918 0.06 -0.01 0.06 -0.03
C -5.6631 -0.0829 -1.0609 0.04 0.00 -0.09 -0.10
C -6.5224 -0.0645 0.0355 -0.08 0.03 0.06 -0.11
C -6.0195 -0.0128 1.3267 -0.03 -0.01 -0.07 -0.10
C -4.6441 0.0046 1.4982 0.12 0.00 0.06 -0.49
S -3.7134 0.0302 2.9705 0.16 -0.02 -0.27 0.99
H -3.6130 -0.0526 -1.7381 -0.03 -0.02 -0.02 0.10
H -6.0789 -0.1235 -2.0600 0.01 0.01 0.00 0.10
H -7.5926 -0.0870 -0.1246 0.00 0.00 0.02 0.10
H -6.6846 0.0128 2.1801 -0.01 -0.03 -0.01 0.10
N -0.3394 3.2288 -0.0380 -0.10 -0.18 0.01 0.01
N -0.5956 3.2324 1.3435 0.20 -0.06 0.45 -0.09
C 0.3731 3.5766 2.2274 -0.28 0.38 -0.46 -0.92
N 0.0901 3.3686 3.5278 -0.21 -0.43 0.20 0.08
S 1.7854 4.3284 1.7364 0.23 0.05 -0.02 0.59
H 0.6748 3.3207 -0.1089 0.06 0.02 -0.13 0.00
H -0.7150 4.0973 -0.4019 0.03 0.07 -0.13 0.08
H -1.3227 2.5951 1.6365 0.10 -0.15 0.02 0.10
H -0.4987 2.5732 3.7570 0.00 0.02 -0.04 0.05
H 0.8600 3.5274 4.1546 0.04 0.01 -0.01 0.08
N 6.6987 3.3541 1.5988 -0.06 -0.04 -0.02 0.17
C 6.0221 2.5098 1.2119 0.16 0.23 0.10 -0.18
C 5.2254 1.4322 0.7130 -0.17 -0.31 -0.10 -0.20
C 5.7114 0.1271 0.7482 -0.04 0.07 0.01 -0.01
C 4.9256 -0.8828 0.2241 0.02 0.00 0.01 -0.04
C 3.6888 -0.5488 -0.3077 0.03 -0.02 -0.01 -0.13
N 3.2078 0.6917 -0.3279 -0.21 0.00 -0.02 0.09
C 3.9582 1.6624 0.1740 0.14 0.05 0.02 -0.08
H 6.6804 -0.0786 1.1824 0.01 0.00 -0.03 0.12
H 5.2637 -1.9100 0.2293 -0.02 0.00 0.00 0.11
H 3.0494 -1.3101 -0.7408 0.02 0.00 0.00 0.08
H 3.5426 2.6616 0.1561 0.00 0.05 0.05 0.07
C 0.5155 -1.1343 -7.0664 -0.07 -0.12 -0.08 0.00
N 0.3185 -0.4855 -5.7954 0.07 0.12 -0.07 -0.06
N 0.7473 -1.0271 -4.5978 -0.11 0.04 0.26 0.06
C 0.3351 -0.2139 -3.5471 0.00 -0.15 -0.17 -0.42
O 0.5886 -0.4619 -2.3596 0.49 -0.35 -1.86 -0.19
C -0.3982 0.8436 -4.1671 -0.03 0.04 0.06 0.07
C -0.3857 0.6337 -5.5179 0.11 -0.03 0.07 -0.26
C -0.9852 1.4556 -6.6041 0.01 -0.04 -0.02 -0.01
C 1.5774 -2.1661 -4.4614 0.14 -0.12 -0.01 -0.20
C 1.1966 -3.4080 -4.9562 -0.07 0.02 0.02 -0.03
C 2.0101 -4.5098 -4.7380 0.06 -0.06 -0.03 -0.08
C 3.1810 -4.3828 -4.0058 -0.01 0.01 0.02 -0.08
C 3.5530 -3.1417 -3.5078 0.04 -0.02 0.00 -0.07
C 2.7632 -2.0295 -3.7455 -0.08 0.04 -0.04 -0.01
H 1.4238 -1.7305 -7.0331 0.02 0.05 -0.02 0.09
H 0.6252 -0.3787 -7.8408 0.01 0.03 0.04 0.09
H -0.3241 -1.7857 -7.3262 0.04 -0.01 0.01 0.10
H -0.8544 1.6621 -3.6376 -0.02 0.00 -0.05 0.12
H -1.5331 2.2860 -6.1676 -0.01 0.00 0.00 0.09
H -1.6711 0.8682 -7.2161 -0.01 0.01 -0.01 0.09
H -0.2094 1.8625 -7.2550 -0.02 0.00 -0.02 0.09
H 0.2623 -3.5229 -5.4913 -0.02 0.04 0.03 0.12
H 1.7201 -5.4786 -5.1233 -0.04 0.02 0.00 0.11
H 3.7979 -5.2503 -3.8136 0.00 0.00 -0.02 0.11
H 4.4678 -3.0407 -2.9376 -0.01 0.02 0.00 0.11
H 3.0367 -1.0542 -3.3662 0.01 0.00 0.03 0.12
C -0.6254 -3.2898 1.3582 -0.03 -0.12 0.08 -0.18
N -0.1788 -2.7160 0.0802 0.01 -0.11 0.06 -0.14
C -1.0866 -3.1843 -0.9706 -0.09 -0.13 -0.11 -0.17
N -1.1194 -4.6472 -1.0624 -0.06 -0.01 -0.07 -0.08
C -1.5419 -5.1724 0.2403 0.03 0.02 0.00 -0.17
N -0.6449 -4.7556 1.3185 -0.02 -0.02 0.04 -0.08
C 0.7032 -5.2253 1.0020 -0.03 0.02 -0.01 -0.17
N 1.1846 -4.7023 -0.2820 0.09 -0.01 0.01 -0.08
C 1.1582 -3.2383 -0.2082 0.03 -0.20 -0.04 -0.19
C 0.2422 -5.1149 -1.3254 -0.01 0.01 0.02 -0.17
H -1.6304 -2.9272 1.5824 0.04 0.06 0.00 0.12
H 0.0447 -2.9616 2.1534 -0.03 0.05 -0.02 0.11
H -0.7581 -2.7799 -1.9325 0.02 0.03 0.03 0.12
H -2.0969 -2.8245 -0.7583 0.04 0.06 0.02 0.13
H -1.5622 -6.2639 0.1933 -0.01 0.01 0.00 0.12
H -2.5480 -4.8076 0.4576 0.00 -0.03 0.00 0.13
H 0.7021 -6.3172 0.9629 0.00 0.01 -0.01 0.12
H 1.3847 -4.9023 1.7923 0.00 -0.01 -0.01 0.13
H 1.4956 -2.8383 -1.1688 -0.02 0.05 0.00 0.10
H 1.8405 -2.9220 0.5861 -0.01 0.05 -0.02 0.13
H 0.2386 -6.2059 -1.3917 0.00 0.01 0.01 0.13
H 0.5771 -4.7051 -2.2806 0.01 0.00 -0.02 0.11
```
Positions in Å, forces in eV/Å.

Spin multiplicity: 1
HOMO level (eV): -7.01
HOMO-LUMO gap (eV): 6.93
Relative energy (zero: lowest compared OMol25 entry of this formula, charge and spin) (kJ/mol): 62.9



Entry 2:
The following is a quantum chemistry calculation of C31H37N4O3SW as an isolated structure in a non-equilibrium geometry, from the OMol25 dataset.

The geometry in XYZ format:
```
77
Properties=species:S:1:pos:R:3:forces:R:3:lowdin_charge:R:1
W 0.0328 0.8431 -0.5528 -1.11 -0.40 -0.15 1.60
C -4.0612 2.5542 -0.3835 -0.13 -0.07 -0.03 -0.05
C -4.7018 1.1822 -0.6129 0.00 0.15 -0.06 -0.36
C -6.1660 1.3923 -0.9966 0.03 -0.09 0.09 -0.08
C -3.9204 0.3670 -1.6343 0.19 -0.03 0.14 -0.09
C -4.5169 0.0979 -2.8641 0.06 0.03 -0.02 -0.02
C -3.8770 -0.6134 -3.8605 -0.01 -0.04 -0.04 -0.04
C -2.6112 -1.1208 -3.6413 -0.01 -0.01 -0.14 -0.03
C -1.9764 -0.9107 -2.4291 0.07 0.14 0.31 -0.16
C -0.6635 -1.6289 -2.1454 -0.27 -0.01 -0.24 -0.38
C -0.9653 -2.9383 -1.4136 0.12 0.10 0.24 -0.01
C 0.2085 -1.8310 -3.3801 0.05 0.04 0.06 -0.04
C -2.6188 -0.1505 -1.4221 -0.28 -0.25 -0.41 -0.15
N -1.8304 0.0463 -0.2441 0.16 0.33 -0.18 -0.07
C -2.2321 -0.2710 1.0269 -0.12 -0.09 -0.01 -0.44
O -3.2960 -0.7177 1.3836 0.00 0.03 0.02 0.12
C -1.0767 -0.1091 1.9817 0.08 -0.06 -0.09 -0.14
C -1.0780 -0.3326 3.3432 -0.08 0.00 0.05 0.05
C 0.1389 -0.3272 4.0156 0.04 0.00 -0.08 0.02
C 1.3317 -0.1854 3.3087 0.02 0.02 0.03 0.05
C 1.2568 0.0280 1.9534 -0.02 0.09 -0.13 -0.16
N 0.0703 0.1253 1.3379 0.02 -0.35 1.30 -0.03
C 2.3951 0.0845 0.9634 0.01 0.05 0.23 -0.45
O 3.5552 0.1206 1.2700 0.03 -0.15 0.04 0.15
N 1.8687 0.0572 -0.3179 0.05 0.48 -0.48 -0.09
C 2.6918 -0.2929 -1.4414 0.08 -0.22 -0.39 -0.16
C 3.2364 -1.5917 -1.5252 -0.16 0.15 0.14 -0.14
C 3.9680 -1.9249 -2.6593 0.11 0.03 0.02 -0.02
C 4.1259 -1.0410 -3.7089 0.01 -0.05 -0.03 -0.04
C 3.5462 0.2115 -3.6380 0.03 -0.03 -0.03 -0.03
C 2.8360 0.6100 -2.5131 0.03 0.05 0.15 -0.15
C 2.2777 2.0265 -2.5182 -0.10 -0.10 0.29 -0.34
C 2.6388 2.8525 -1.2683 0.01 -0.02 -0.30 -0.05
C 0.7761 2.0679 -2.8934 0.63 0.41 0.30 -0.05
C 3.0258 -2.6632 -0.4677 0.18 -0.03 0.00 -0.36
C 4.3329 -2.9683 0.2808 -0.19 0.07 -0.03 -0.04
C 2.4960 -3.9626 -1.0869 -0.02 0.08 -0.03 -0.06
H -4.6627 3.1366 0.3169 0.02 -0.01 -0.02 0.09
H -4.0011 3.1057 -1.3247 0.00 0.03 0.02 0.09
H -3.0623 2.4669 0.0200 0.27 0.02 0.07 0.02
H -4.6973 0.6293 0.3232 0.08 -0.04 0.08 0.12
H -6.2649 2.0399 -1.8703 -0.04 -0.01 0.02 0.09
H -6.6795 1.8774 -0.1668 -0.01 0.01 -0.01 0.09
H -6.6734 0.4476 -1.1946 -0.04 0.03 -0.01 0.09
H -5.5163 0.4616 -3.0506 0.06 -0.02 -0.03 0.10
H -4.3744 -0.7882 -4.8052 0.00 0.00 0.00 0.11
H -2.1332 -1.7037 -4.4167 0.02 0.01 0.03 0.11
H -0.0444 -1.0409 -1.4263 0.16 -0.29 -0.12 0.05
H -1.4806 -3.6192 -2.0910 -0.03 0.00 -0.02 0.11
H -1.6169 -2.7556 -0.5576 -0.03 -0.05 -0.01 0.09
H -0.0518 -3.4185 -1.0599 -0.21 0.04 -0.02 0.06
H -0.2179 -2.5956 -4.0287 -0.01 0.00 -0.01 0.09
H 1.2099 -2.1574 -3.0987 -0.07 0.03 -0.04 0.06
H 0.3002 -0.9074 -3.9543 0.02 -0.02 -0.03 0.09
H -2.0137 -0.5167 3.8525 -0.02 -0.03 -0.05 0.14
H 0.1650 -0.4757 5.0866 -0.01 -0.01 0.00 0.13
H 2.2990 -0.2386 3.7881 0.01 -0.01 -0.02 0.14
H 4.4258 -2.9030 -2.7264 -0.04 -0.03 0.02 0.12
H 4.6969 -1.3317 -4.5805 -0.01 0.02 -0.01 0.12
H 3.6638 0.8999 -4.4665 -0.01 0.04 0.04 0.12
H 2.7795 2.5353 -3.3422 -0.04 -0.04 -0.07 0.14
H 2.0332 2.6388 -0.3930 -0.02 -0.02 0.17 0.01
H 2.5250 3.9149 -1.4876 -0.03 0.01 0.03 0.10
H 3.6748 2.6667 -0.9876 0.00 0.01 0.00 0.10
H 0.1279 1.2687 -2.4168 0.00 0.13 -1.07 0.01
H 0.6539 1.8650 -3.9559 -0.21 -0.30 0.06 0.11
H 0.3547 3.0497 -2.6849 -0.19 -0.08 0.05 0.09
H 2.2771 -2.3071 0.2463 0.03 -0.02 0.02 0.12
H 5.0748 -3.3572 -0.4186 0.01 -0.02 0.03 0.09
H 4.1598 -3.7247 1.0480 0.02 0.00 -0.02 0.09
H 4.7407 -2.0799 0.7515 0.05 0.12 0.06 0.07
H 3.2675 -4.4530 -1.6798 0.01 -0.02 -0.01 0.08
H 1.6359 -3.7869 -1.7345 0.20 -0.11 0.02 0.05
H 2.2031 -4.6555 -0.2974 -0.02 -0.02 -0.01 0.09
O 0.7689 2.9133 1.9431 -0.28 0.82 0.13 -0.50
S -0.2816 3.5101 1.1126 0.60 -1.18 -0.42 0.89
N -0.5766 2.6208 -0.0978 0.24 0.77 0.60 -0.53
```
Positions in Å, forces in eV/Å.

Spin multiplicity: 3
Total charge: +1
HOMO level (spin up / spin down) (eV): -11.33 / -11.56
HOMO-LUMO gap (spin up / spin down) (eV): 6.88 / 6.55



Question: Among the records above, which one has the lowest spin multiplicity?
Answer: C31H37KN12OS3